Molecular formula: C5H7NS
Method: DFT, wB97M-V/def2-TZVPD

Structure (XYZ):
```
14
Properties=species:S:1:pos:R:3
H -1.5944 0.7076 1.1962
H 0.4901 1.4143 -0.0720
C -1.0037 -0.8767 -0.2241
H -1.2562 -1.9346 -0.4340
H 1.0417 -1.5219 0.1212
H -2.9143 -0.5284 0.9712
H -1.3271 0.9540 -1.0213
C 0.4238 -0.6457 -0.0875
C 2.5230 0.6686 -0.0308
C -1.9952 -0.1114 0.5511
C 1.0888 0.5056 -0.1342
H 2.7432 1.7132 0.1674
N -1.9097 0.1467 -0.8659
S 3.6899 -0.4913 -0.1373
```

Computed properties:
Frontier orbital gap in Eh: 0.288
E in eV: -17621.245
Spin multiplicity: 1
Strongest force on any atom in eV/Å: 2.32
HOMO in hartree: -0.323
ΔE to the lowest compared entry with this formula, charge and spin in eV: 2.401
Total charge: 0
SMILES string: S=C/C=C/[C@H]1CN1